One molecule with the formula C16H18N6O4, computed with wB97M-V/def2-TZVPD.

The geometry in XYZ format:
```
44
Properties=species:S:1:pos:R:3:forces:R:3
C -0.5502 5.7373 1.2396 -0.01 0.01 -0.01
C -0.0175 4.5665 1.9733 0.00 -0.04 0.01
N -0.2308 3.3097 1.7553 0.00 0.03 0.00
C 0.5213 2.7127 2.7410 -0.01 0.02 0.00
C 0.5936 1.2271 2.9009 0.00 -0.04 0.03
N 1.0155 0.5808 1.6698 -0.01 -0.01 0.01
C 2.4319 0.7133 1.3656 0.01 0.01 -0.01
C 0.1768 0.2916 0.6302 0.02 0.01 0.02
O 0.5935 0.0773 -0.4968 0.00 0.00 -0.01
C -1.2934 0.1926 0.8506 0.03 0.04 0.00
C -2.1770 0.1796 -0.1674 -0.01 -0.01 0.00
O -3.4240 0.0516 0.3558 0.00 -0.02 0.00
C -3.2316 -0.0194 1.6926 0.03 0.05 -0.02
C -4.4405 -0.1965 2.5579 -0.01 0.01 0.00
C -4.0863 -0.0778 4.0317 -0.01 0.00 0.01
N -5.0826 -1.4677 2.2603 0.08 -0.01 -0.12
C -6.3094 -1.5515 1.6798 -0.12 0.02 0.13
O -7.0035 -0.5851 1.4372 0.01 0.00 0.00
C -6.7686 -2.9648 1.4291 0.07 -0.08 0.12
C -8.2227 -3.2620 1.4548 0.00 0.05 -0.11
C -7.3711 -3.6891 2.6234 -0.02 0.04 -0.02
C -7.0563 -5.0815 2.8077 0.02 -0.02 0.04
N -6.7871 -6.1893 2.9485 -0.01 0.00 -0.02
N -1.9968 0.0620 2.0448 -0.04 -0.06 0.02
N 1.1578 3.5397 3.5090 0.00 -0.01 -0.01
O 0.7965 4.7906 3.0060 0.01 0.01 0.01
H -1.1897 5.3911 0.4334 0.00 0.00 0.00
H -1.1224 6.3755 1.9123 0.00 0.00 0.00
H 0.2682 6.3274 0.8284 0.00 0.00 0.00
H 1.3131 0.9918 3.6848 0.00 0.01 -0.01
H -0.3774 0.8506 3.2063 -0.01 0.00 -0.01
H 2.6645 0.1253 0.4848 0.00 -0.01 0.00
H 2.7005 1.7561 1.1712 0.00 -0.01 -0.01
H 3.0127 0.3562 2.2162 -0.01 0.01 0.00
H -2.0791 0.2475 -1.2344 0.00 0.00 0.00
H -5.1732 0.5625 2.2794 0.01 0.00 0.00
H -3.6258 0.8870 4.2383 0.00 0.00 -0.01
H -4.9900 -0.1755 4.6312 0.00 0.00 0.00
H -3.3781 -0.8537 4.3240 0.00 0.00 0.00
H -4.5752 -2.3184 2.4452 0.00 0.00 0.00
H -6.1350 -3.5649 0.7883 0.02 0.02 0.00
H -8.8773 -2.4198 1.6265 -0.02 -0.02 -0.02
H -8.5926 -4.0352 0.7985 -0.02 0.00 0.01
H -7.4738 -3.1232 3.5398 0.01 -0.02 0.01
```
Forces are in eV/Å.

Properties
- Energy: -34013.6228 eV
- HOMO level: -9.5497 eV
- Structure (SMILES): Cc1nc(CN(C)C(=O)c2coc([C@H](C)NC(=O)[C@@H]3C[C@H]3C#N)n2)no1
- Gap between HOMO and LUMO: 10.05 eV
- Relative energy (zero: lowest compared OMol25 entry of this formula, charge and spin): 3.7 kcal/mol
- 2S+1: 1
- Total charge: 0

---

A 2-piece molecular cluster, C9H14 overall in a non-equilibrium geometry, computed with wB97M-V/def2-TZVPD.

The geometry in XYZ format:
```
23
Properties=species:S:1:pos:R:3:forces:R:3
C -1.9100 2.7679 1.5597 1.01 -0.61 -1.08
C -0.8966 -1.3197 1.8719 0.66 -0.61 -0.03
C -0.2923 -0.4521 2.7478 -0.30 0.71 0.17
C -1.5509 -0.8665 0.7284 -0.01 -0.06 0.09
C -0.5010 0.9340 2.6075 -0.65 -1.11 0.71
C -1.6986 0.4925 0.5539 0.50 0.43 0.57
C -1.3136 1.3708 1.5913 -0.33 0.52 -0.66
H -0.7420 -2.3787 2.0476 -0.28 -0.03 -0.14
H 0.2098 -0.8420 3.6231 0.21 0.05 -0.07
H -1.9678 -1.6130 0.0649 0.11 0.22 -0.33
H -0.2319 1.5727 3.4359 0.19 0.28 -0.11
H -2.0214 0.9971 -0.3476 -0.68 -0.49 -0.11
H -1.3734 3.3791 0.8329 -0.02 0.12 -0.14
H -1.7839 3.2486 2.5003 -0.26 0.39 0.83
H -2.9421 2.7069 1.2286 -0.14 0.17 0.28
C 2.4440 -1.9470 -2.8230 -0.17 0.66 0.05
C 2.2884 -0.5603 -3.4788 0.18 -0.38 1.13
H 2.1496 -1.9404 -1.7732 -0.04 0.06 0.01
H 1.8239 -2.6797 -3.3365 0.17 -0.17 0.00
H 3.4958 -2.2113 -2.8546 0.06 -0.43 -0.12
H 1.3503 -0.0887 -3.1837 -0.27 -0.21 -0.59
H 2.4336 -0.6864 -4.5472 -0.20 0.50 -0.11
H 3.0300 0.1163 -3.0492 0.26 -0.04 -0.35
```
Forces are in eV/Å.

Properties
- Energy: -9559.5863 eV
- HOMO level: -8.9007 eV
- Structure (SMILES): Cc1ccccc1.CC
- Gap between HOMO and LUMO: 9.84 eV
- Relative energy (zero: lowest compared OMol25 entry of this formula, charge and spin): 13.7 kcal/mol
- 2S+1: 1
- Total charge: 0

---

C37H29BrO2PPdSSbSe2 as an isolated structure in a non-equilibrium geometry, computed with wB97M-V/def2-TZVPD.

The geometry in XYZ format:
```
75
Properties=species:S:1:pos:R:3:forces:R:3
Pd -9.9844 -14.3683 -15.6489 -0.03 -0.45 -0.40
Se -9.7233 -16.2695 -14.1609 0.24 -1.84 -0.37
P -9.6489 -17.8352 -15.7823 -1.21 1.30 1.37
Se -9.8133 -17.2667 -17.8996 -0.05 0.91 -0.02
C -8.2282 -18.9132 -15.7443 0.53 0.62 1.03
C -7.0830 -18.4477 -16.3932 1.85 -2.76 0.43
C -5.7851 -19.0485 -16.0385 -1.68 2.22 -3.05
C -5.6885 -20.0115 -15.1233 -1.12 -0.27 1.59
C -6.9083 -20.4397 -14.5446 0.24 -1.29 0.87
C -8.1523 -19.9331 -14.7405 -0.38 1.70 -1.76
C -11.1823 -18.7708 -15.5325 -0.25 0.00 0.60
C -11.3161 -19.8119 -16.4342 -1.44 -0.70 0.52
C -12.5064 -20.5815 -16.4389 1.12 -0.52 -1.60
C -13.5505 -20.2922 -15.5691 0.32 0.11 -0.40
C -13.4259 -19.2207 -14.7088 2.01 0.85 0.02
C -12.2232 -18.4608 -14.6323 -0.82 -0.49 -0.54
H -7.1033 -17.9403 -17.3406 -0.29 0.86 0.26
H -4.9324 -18.8177 -16.6966 -0.34 0.31 0.67
H -4.7048 -20.2895 -14.7785 -0.12 -0.79 -0.04
H -6.9788 -21.3094 -13.9463 0.85 -0.77 0.99
H -9.0861 -20.2684 -14.2455 0.97 0.04 -0.27
H -10.4665 -19.9685 -17.0861 -0.29 -0.54 -0.36
H -12.5949 -21.3657 -17.2457 -0.03 0.77 1.22
H -14.4741 -20.8533 -15.5898 0.02 -0.08 -0.11
H -14.2309 -18.9094 -14.0969 -0.71 0.07 0.61
H -12.1886 -17.6173 -13.9279 0.29 -0.46 -0.54
Br -16.5489 -9.3829 -17.6602 -0.21 0.28 -0.04
C -15.1591 -10.6389 -17.5054 0.31 -0.39 -0.24
C -15.3686 -11.7516 -16.6863 0.29 1.38 -0.66
C -14.3454 -12.6298 -16.5147 1.80 -1.05 -0.45
C -13.0714 -12.3972 -17.1065 -3.25 0.94 -0.20
C -12.9847 -11.3654 -18.0318 2.43 0.26 -0.33
C -13.9887 -10.4628 -18.2451 -1.74 -0.02 1.01
C -11.9495 -13.1526 -16.6509 3.05 -1.67 -0.45
O -12.0450 -14.2499 -16.0101 -1.82 0.79 0.21
O -10.7699 -12.7507 -16.9364 -0.99 0.85 -0.18
H -16.2786 -11.7701 -16.1527 -0.91 -0.55 0.42
H -14.4274 -13.5879 -16.0126 -0.21 0.34 0.53
H -12.0217 -11.1762 -18.5481 -0.60 -0.34 0.49
H -13.9237 -9.5785 -18.8433 0.36 0.10 -0.49
S -7.7842 -14.2331 -15.7387 1.38 0.08 -0.96
Sb -8.3917 -12.3917 -14.4344 1.32 -0.88 0.81
C -9.4493 -12.4502 -12.5649 -1.70 0.11 1.60
C -10.8549 -12.7611 -12.5652 1.52 -0.16 -0.74
C -11.6082 -12.8076 -11.3828 0.61 0.28 -1.21
C -11.0661 -12.3781 -10.1846 1.17 -1.22 -2.20
C -9.6985 -12.1729 -10.1716 1.06 1.85 1.53
C -8.8550 -12.2025 -11.2751 -2.61 0.06 -1.83
C -8.2558 -10.5322 -15.4124 -0.85 -1.36 0.52
C -8.7059 -9.3676 -14.8954 -0.41 2.80 1.33
C -8.4758 -8.1178 -15.5168 0.45 -0.80 -0.61
C -7.8719 -8.0623 -16.7801 0.74 -2.11 0.39
C -7.3953 -9.3261 -17.2823 -0.94 1.36 -0.77
C -7.6838 -10.5340 -16.6464 1.29 -0.19 -2.92
C -6.5333 -12.7544 -13.3772 0.51 0.44 1.13
C -5.3320 -12.0439 -13.4184 0.43 -0.33 -0.42
C -4.2616 -12.3260 -12.5114 0.15 2.11 -1.76
C -4.3724 -13.3258 -11.5951 -0.25 -0.83 0.94
C -5.5978 -14.0059 -11.4961 -0.49 0.47 -1.93
C -6.6513 -13.7761 -12.4004 1.72 1.16 -0.32
H -11.3189 -13.0230 -13.5486 0.25 0.17 1.00
H -12.6026 -13.1699 -11.5030 -0.77 0.07 0.28
H -11.6570 -12.3406 -9.3386 -0.94 0.22 1.73
H -9.2439 -11.7025 -9.2605 -0.42 -0.90 -0.64
H -7.8735 -11.8524 -11.1458 1.20 0.05 -0.05
H -9.2573 -9.2268 -13.9525 0.47 -0.81 -0.22
H -8.6864 -7.2599 -14.9037 -0.45 0.45 -0.35
H -7.7347 -7.1686 -17.3880 0.06 -0.08 0.48
H -6.9099 -9.3590 -18.2827 -0.45 0.05 0.84
H -7.5097 -11.4351 -17.3041 0.06 0.66 1.47
H -5.1199 -11.4052 -14.3007 -0.28 0.09 0.98
H -3.3864 -11.6129 -12.5857 -0.78 -1.36 0.11
H -3.5222 -13.6684 -10.9755 -0.64 0.58 -0.23
H -5.7220 -14.7714 -10.7958 -0.04 -1.13 1.00
H -7.5276 -14.3733 -12.4774 -0.53 -0.63 0.64
```
Forces are in eV/Å.

Properties
- Energy: -273807.0756 eV
- HOMO level (alpha / beta): -5.8261 / -7.4425 eV
- Gap between HOMO and LUMO (alpha / beta): 5.73 / 4.71 eV
- Relative energy (zero: lowest compared OMol25 entry of this formula, charge and spin): 1.4 kcal/mol
- 2S+1: 3
- Total charge: 0

---

A 2-piece molecular cluster, CH7N4 overall in a non-equilibrium geometry, computed with wB97M-V/def2-TZVPD.

The geometry in XYZ format:
```
12
Properties=species:S:1:pos:R:3:forces:R:3
C -0.1254 0.8179 -0.4601 -1.39 0.43 0.31
N -0.9560 1.5112 0.1713 0.48 0.69 -0.86
N -0.8309 0.0939 0.5257 0.72 -1.21 1.25
N 2.2968 0.1220 0.1712 0.01 -0.05 0.10
N -2.0029 -0.6888 0.0158 -0.72 -0.25 -0.48
H 0.6246 0.6888 -1.2000 0.22 0.10 -0.41
H 2.1640 -0.4028 1.0296 0.13 0.04 -0.02
H 2.8382 0.9489 0.3988 0.07 -0.07 0.03
H 2.8565 -0.4496 -0.4519 0.11 0.01 0.08
H -1.9532 -0.9638 -0.9814 -0.06 0.14 0.39
H -2.8686 -0.1419 0.1758 0.38 -0.17 -0.11
H -2.0431 -1.5357 0.6051 0.05 0.34 -0.28
```
Forces are in eV/Å.

Properties
- Energy: -7100.0903 eV
- HOMO level: -14.2975 eV
- Gap between HOMO and LUMO: 10.43 eV
- Relative energy (zero: lowest compared OMol25 entry of this formula, charge and spin): 63.6 kcal/mol
- 2S+1: 1
- Total charge: +1

---

C5H9NO as an isolated structure, computed with wB97M-V/def2-TZVPD.

The geometry in XYZ format:
```
16
Properties=species:S:1:pos:R:3:forces:R:3
C 0.4385 -0.7609 1.2884 0.02 -0.03 0.11
C 0.0775 -0.1514 -0.0651 0.03 -0.04 0.03
C 1.2537 -0.2007 -1.0455 0.04 0.00 -0.04
C -1.3304 -0.5586 -0.5506 -0.02 -0.34 -0.13
O -1.8592 0.7380 -0.1595 -0.03 0.14 0.00
C -0.5979 1.1888 0.1412 0.26 0.40 0.18
N -0.1927 2.3223 0.4949 -0.26 -0.33 -0.11
H -0.3813 -0.6511 2.0056 0.08 -0.03 -0.09
H 0.6694 -1.8262 1.1815 -0.02 0.12 -0.02
H 1.3169 -0.2551 1.7003 -0.11 -0.05 -0.05
H 1.6603 0.8011 -1.2123 -0.06 -0.12 0.06
H 2.0587 -0.8227 -0.6416 -0.11 0.07 -0.11
H 0.9659 -0.6145 -2.0173 -0.01 0.08 0.14
H -1.8243 -1.3713 -0.0101 0.06 0.13 -0.04
H -1.4364 -0.6959 -1.6308 0.06 0.00 0.13
H -0.9688 2.9811 0.5652 0.07 0.01 -0.04
```
Forces are in eV/Å.

Properties
- Energy: -8867.7471 eV
- HOMO level: -10.0350 eV
- Gap between HOMO and LUMO: 10.93 eV
- Relative energy (zero: lowest compared OMol25 entry of this formula, charge and spin): 33.8 kcal/mol
- 2S+1: 1
- Total charge: 0

---

C57H59AsN2OPbSi as an isolated structure in a non-equilibrium geometry, computed with wB97M-V/def2-TZVPD.

The geometry in XYZ format:
```
122
Properties=species:S:1:pos:R:3:forces:R:3
Pb -0.1772 0.0973 -0.4403 1.18 1.61 -0.27
C 3.6365 -0.0071 2.3156 -0.54 0.12 0.29
C 3.4189 -1.2941 1.4949 0.91 -0.23 0.46
C 1.9965 -1.8133 1.6306 0.31 -0.13 0.08
C 3.9512 -1.1133 0.0803 -0.64 0.47 -0.53
C 5.0552 -1.8649 -0.2669 0.37 -0.39 0.60
C 5.7844 -1.6397 -1.4209 0.72 -0.34 -0.16
C 5.2738 -0.7757 -2.3620 -0.41 -0.55 -0.10
C 3.9920 -0.2539 -2.2099 -0.13 1.24 1.31
C 3.4027 0.3693 -3.4423 -0.13 0.40 -1.05
C 3.9205 1.7698 -3.7718 1.31 0.73 -0.49
C 1.8766 0.3923 -3.6474 -0.35 -0.89 0.47
C 3.4388 -0.2109 -0.8978 0.40 -1.44 0.03
N 2.3320 0.6263 -0.6201 -1.95 -0.09 -0.54
C 2.4760 1.9165 -0.8204 -0.23 0.19 0.27
C 1.4736 2.8670 -1.0575 -0.11 0.83 0.40
C 1.7576 4.2856 -1.1616 -1.15 -0.78 -0.17
C 0.5648 4.8925 -1.4761 0.24 -1.76 -0.03
C -0.4327 3.8304 -1.5991 0.48 1.12 0.38
N 0.0933 2.6300 -1.2717 0.98 -0.34 0.04
C -1.8478 4.1671 -2.0515 0.18 -0.48 0.83
C -2.7106 2.9135 -1.9155 -0.38 -0.52 -0.07
C -2.3781 5.3528 -1.2489 -0.27 1.29 1.59
C -1.8633 4.6127 -3.4962 0.43 0.11 -1.53
H 3.2931 -0.0705 3.3727 0.10 -0.18 -0.69
H 3.0876 0.7986 1.8191 -0.12 0.05 0.21
H 4.6674 0.3248 2.3487 0.30 -0.21 -0.12
H 4.0660 -2.1092 1.8955 -0.43 0.63 0.06
H 1.8635 -2.7586 1.1302 0.03 -0.44 -0.29
H 1.2915 -1.1195 1.1999 -0.43 0.47 -0.02
H 1.7356 -1.9596 2.6789 -0.05 0.07 -0.02
H 5.3823 -2.6066 0.4616 0.19 0.16 -0.22
H 6.7381 -2.1652 -1.5911 -0.57 0.37 0.13
H 5.7931 -0.5456 -3.2810 0.11 -0.28 -0.15
H 3.8102 -0.2640 -4.2551 -0.30 0.18 0.32
H 3.4869 2.5785 -3.1461 0.20 -0.55 -0.37
H 3.6849 1.9752 -4.8359 -0.04 0.11 0.60
H 5.0501 1.8442 -3.7141 -1.23 -0.15 0.13
H 1.3918 1.2604 -3.1796 0.17 -0.17 -0.16
H 1.4042 -0.5366 -3.2310 0.27 0.51 -0.33
H 1.6599 0.4128 -4.7258 0.02 0.05 0.38
H 3.4871 2.3161 -0.7643 0.08 0.01 -0.24
H 2.7202 4.7555 -1.0504 0.10 -0.06 0.07
H 0.3914 5.9345 -1.6143 -0.11 0.37 -0.16
H -2.6939 2.5202 -0.8721 -0.10 0.22 -0.59
H -2.3494 2.1231 -2.6242 -0.21 0.54 0.61
H -3.7532 3.1402 -2.2044 0.40 -0.12 0.25
H -2.4460 5.1829 -0.1293 0.15 -0.10 -1.20
H -3.4076 5.6054 -1.5868 0.65 -0.16 0.12
H -1.7442 6.2956 -1.3644 -0.83 -1.34 -0.06
H -1.4672 3.7872 -4.1060 0.09 0.37 -0.11
H -1.2725 5.5462 -3.7056 -0.50 -0.94 0.33
H -2.8980 4.7734 -3.8644 0.49 0.04 0.45
O -3.0927 -0.6736 -0.1294 -0.46 -0.49 -0.25
H -3.4203 -1.5220 0.2293 0.24 0.43 -0.07
H -3.8658 -0.2973 -0.5862 0.36 0.03 0.22
C -2.6028 -4.2340 -5.4701 -0.51 0.61 0.27
C -1.7110 -5.1038 -4.8691 0.18 -0.89 0.01
C -1.4443 -4.9901 -3.5162 0.98 0.13 -0.29
C -1.8975 -3.8489 -2.8096 0.69 0.03 1.02
C -2.8977 -3.0893 -3.3639 -0.59 1.53 -0.71
C -3.2240 -3.2518 -4.7099 -1.05 0.42 0.11
Si -0.9283 -3.2929 -1.2950 0.41 -5.10 -0.84
C 0.6931 -4.3643 -1.5052 -0.66 1.79 -0.87
C 1.1755 -5.1745 -0.4809 -0.30 0.83 1.54
C 2.4901 -5.5760 -0.4646 0.46 -1.60 1.41
C 3.2881 -5.3836 -1.5659 1.04 -0.40 -0.81
C 2.7644 -4.8027 -2.7059 -0.30 1.07 -0.97
C 1.4897 -4.2325 -2.6805 0.14 -0.04 0.62
C -1.8239 -3.9078 0.2396 0.81 2.50 0.56
C -2.4950 -5.1060 0.1596 -0.88 -0.31 -0.19
C -3.3582 -5.4664 1.2102 -0.10 -0.51 -0.86
C -3.4765 -4.6933 2.3384 1.54 0.62 -0.02
C -2.6362 -3.5602 2.4649 -0.50 -0.12 1.13
C -1.8562 -3.1196 1.4163 -0.52 -0.73 -0.38
H -2.9003 -4.3415 -6.4951 0.22 -0.02 -0.41
H -1.1999 -5.8735 -5.4658 -0.53 0.17 0.41
H -0.8375 -5.7646 -3.0291 -0.01 0.65 -0.27
H -3.3826 -2.2867 -2.7701 0.45 -0.43 -0.54
H -3.9895 -2.5837 -5.1477 0.54 -0.60 0.18
H 0.5494 -5.3877 0.3947 0.24 0.22 -0.30
H 2.9113 -6.1305 0.4227 -0.65 0.64 -1.07
H 4.3207 -5.7597 -1.5947 -0.49 0.29 0.19
H 3.3631 -4.6335 -3.6156 -0.20 -0.39 0.60
H 1.1295 -3.6998 -3.5639 0.06 -0.02 0.36
H -2.4392 -5.7213 -0.7446 -0.09 0.21 0.37
H -3.9773 -6.3542 1.0886 0.25 0.08 0.10
H -4.0777 -5.0303 3.1597 -0.32 0.10 0.22
H -2.5839 -3.0581 3.4409 -0.22 0.00 -0.54
H -1.3284 -2.1669 1.4809 0.08 -0.30 0.11
C -0.8814 -0.5901 6.9350 0.20 0.33 0.27
C 0.1672 -0.8711 6.0699 0.21 -0.56 0.62
C 0.2168 -0.3099 4.8021 0.81 -0.14 -0.06
C -0.7628 0.5772 4.3877 -0.53 -0.89 -0.04
C -1.8527 0.8291 5.2598 0.64 0.67 -0.99
C -1.8747 0.3021 6.5430 -0.48 -0.09 -0.12
As -0.6353 1.2299 2.5125 -1.14 1.77 1.22
C -0.0283 3.0806 2.8472 -0.04 0.32 -0.09
C 1.2817 3.5031 3.0401 -0.36 -0.92 -0.18
C 1.5630 4.8439 3.0363 1.20 1.10 0.10
C 0.5619 5.8042 2.9626 -0.12 0.76 -0.51
C -0.7564 5.4107 2.8143 -0.39 -0.41 0.80
C -1.0697 4.0299 2.7976 0.47 0.38 -0.74
C -2.4104 3.4635 2.5983 -0.21 -0.44 -0.07
C -3.6163 4.1738 2.6025 0.59 0.22 -0.11
C -4.8041 3.4936 2.4010 -0.63 0.41 -0.33
C -4.8010 2.1109 2.3492 -0.69 -1.15 -0.20
C -3.6150 1.3649 2.3921 -0.49 0.99 -0.12
C -2.4277 2.0568 2.4288 0.53 0.23 0.15
H -0.8801 -1.0029 7.9447 -0.07 0.03 -0.34
H 0.9531 -1.5543 6.4227 -0.32 0.37 -0.36
H 1.0844 -0.5499 4.1739 -0.46 0.16 0.15
H -2.6218 1.5131 4.9096 -0.03 -0.17 0.28
H -2.7081 0.5621 7.2104 0.48 -0.16 -0.30
H 2.0504 2.7595 3.2114 0.22 0.12 -0.27
H 2.6072 5.1880 3.0481 -0.49 -0.28 0.31
H 0.7914 6.8952 2.9591 -0.04 -1.10 0.07
H -1.5234 6.1974 2.8225 0.17 -0.61 -0.20
H -3.6396 5.2599 2.7432 0.15 -0.44 -0.11
H -5.7309 4.0796 2.2323 0.62 -0.63 0.44
H -5.7426 1.5471 2.2534 0.41 0.48 0.09
H -3.6307 0.2952 2.4179 -0.12 -0.43 -0.16
```
Forces are in eV/Å.

Properties
- Energy: -139041.3577 eV
- HOMO level (alpha / beta): -12.4149 / -11.6439 eV
- Gap between HOMO and LUMO (alpha / beta): 4.03 / 2.62 eV
- 2S+1: 1
- Total charge: +2